Entry 1:
Computed, not measured: C27H31GePtSi2Te as an isolated structure in a non-equilibrium geometry, with the ωB97M-V functional and the def2-TZVPD basis.

Atoms and positions in Å:
Pt  0.632  -0.407  0.016
C  -3.030  -0.244  1.228
Si  -1.479  -1.255  0.779
C  -2.126  -2.740  -0.229
C  -0.843  -1.996  2.452
C  -1.772  -2.738  3.187
C  -1.443  -3.297  4.413
C  -0.168  -3.118  4.929
C  0.768  -2.396  4.204
C  0.451  -1.831  2.965
Si  1.859  -0.887  2.054
C  3.456  -1.909  2.200
C  2.176  0.713  3.049
H  -3.737  -0.906  1.732
H  -3.519  0.155  0.337
H  -2.807  0.587  1.899
H  -2.919  -3.249  0.324
H  -1.328  -3.461  -0.420
H  -2.535  -2.422  -1.191
H  -2.772  -2.887  2.792
H  -2.182  -3.870  4.960
H  0.097  -3.541  5.891
H  1.767  -2.269  4.610
H  3.746  -2.019  3.248
H  4.278  -1.411  1.680
H  3.340  -2.904  1.768
H  2.748  0.469  3.949
H  1.242  1.184  3.358
H  2.747  1.447  2.477
C  3.667  1.372  -0.622
Ge  1.718  1.578  -1.024
C  1.329  3.432  -0.433
C  2.121  4.484  -0.882
C  1.914  5.774  -0.414
C  0.910  6.024  0.512
C  0.110  4.983  0.960
C  0.320  3.694  0.490
C  1.624  1.517  -3.010
C  2.721  1.084  -3.722
C  2.710  1.014  -5.130
C  1.590  1.370  -5.824
C  0.425  1.794  -5.140
C  -0.752  2.144  -5.841
C  -1.879  2.526  -5.170
C  -1.881  2.572  -3.763
C  -0.754  2.247  -3.060
C  0.435  1.856  -3.719
H  4.250  2.078  -1.218
H  4.028  0.360  -0.818
H  3.833  1.592  0.432
H  2.904  4.296  -1.610
H  2.536  6.585  -0.773
H  0.755  7.029  0.883
H  -0.680  5.178  1.675
H  -0.302  2.877  0.843
H  3.630  0.808  -3.199
H  3.596  0.682  -5.657
H  1.568  1.330  -6.907
H  -0.740  2.099  -6.924
H  -2.775  2.791  -5.717
H  -2.783  2.867  -3.241
H  -0.766  2.282  -1.977
Te  1.407  -1.855  -2.048

As for the energy relative to the best compared isomer or geometry (same formula, charge and spin): 38.7 kJ/mol. The calculation puts the electronic energy at -4090.6415 Ha. As for the spin multiplicity: 6.

---

Entry 2:
Computed, not measured: a single C27H31N3O3 molecule, with the ωB97M-V functional and the def2-TZVPD basis.

Atoms and positions in Å:
C  2.060  2.916  -0.516
C  3.189  1.999  -0.978
O  2.728  0.726  -1.379
C  2.347  -0.188  -0.441
C  1.807  -1.370  -0.953
C  1.372  -2.357  -0.091
C  1.476  -2.191  1.280
C  2.047  -1.039  1.801
C  2.175  -0.847  3.295
N  1.074  -0.132  3.928
C  -0.195  -0.827  3.839
C  -1.208  -0.173  4.779
C  -1.402  1.324  4.521
O  -2.333  1.654  3.492
C  -2.306  0.996  2.285
C  -1.573  1.503  1.214
C  -1.578  0.849  -0.004
C  -2.354  -0.291  -0.185
C  -2.402  -0.998  -1.500
O  -3.435  -1.379  -2.014
N  -1.184  -1.175  -2.055
C  -0.982  -1.815  -3.338
C  -0.190  -0.891  -4.224
C  -0.806  0.139  -4.928
C  -0.014  0.998  -5.671
C  1.359  0.804  -5.680
C  1.875  -0.249  -4.941
N  1.123  -1.074  -4.234
C  -3.146  -0.749  0.860
C  -3.114  -0.121  2.089
C  -0.033  2.002  4.356
C  0.929  1.230  3.457
C  2.476  -0.039  0.934
H  2.461  3.896  -0.268
H  1.562  2.507  0.359
H  1.326  3.026  -1.311
H  3.960  1.909  -0.203
H  3.656  2.411  -1.877
H  1.769  -1.491  -2.026
H  0.951  -3.267  -0.492
H  1.134  -2.970  1.946
H  3.088  -0.286  3.518
H  2.246  -1.822  3.784
H  -0.042  -1.862  4.158
H  -0.582  -0.844  2.806
H  -0.838  -0.279  5.800
H  -2.165  -0.691  4.705
H  -1.890  1.768  5.400
H  -1.017  2.419  1.342
H  -1.000  1.246  -0.826
H  -0.351  -0.910  -1.547
H  -0.433  -2.753  -3.208
H  -1.974  -2.017  -3.749
H  -1.878  0.256  -4.888
H  -0.459  1.807  -6.233
H  2.011  1.452  -6.244
H  2.939  -0.445  -4.907
H  -3.781  -1.606  0.696
H  -3.726  -0.478  2.903
H  0.414  2.079  5.349
H  -0.178  3.010  3.965
H  1.910  1.714  3.501
H  0.577  1.255  2.413
H  2.935  0.843  1.355

As for the energy relative to the best compared isomer or geometry (same formula, charge and spin): 246.8 kJ/mol. The structure (SMILES) is CCOc1cccc(CN2CCC(Oc3ccc(C(=O)NCc4ccccn4)cc3)CC2)c1. The calculation puts the electronic energy at -1437.4640 Ha. As for the spin multiplicity: 1.

---

Entry 3:
Computed, not measured: a 2-piece molecular cluster, C27H31N4S overall in a non-equilibrium geometry, with the ωB97M-V functional and the def2-TZVPD basis.

Atoms and positions in Å:
C  -5.284  -3.422  -2.375
N  -4.714  -2.934  -1.135
C  -5.319  -3.510  0.051
C  -3.408  -2.430  -1.072
C  -3.202  -1.027  -1.129
C  -1.957  -0.494  -0.932
C  -0.818  -1.325  -0.741
C  0.439  -0.684  -0.740
C  1.697  -1.273  -0.981
C  2.859  -0.469  -0.788
C  4.121  -1.012  -0.881
C  4.296  -2.388  -1.170
N  5.585  -2.927  -1.150
C  6.176  -3.403  0.084
C  6.176  -3.492  -2.347
C  3.157  -3.173  -1.480
C  1.893  -2.616  -1.445
C  -1.041  -2.730  -0.581
C  -2.288  -3.273  -0.827
H  -4.969  -2.789  -3.212
H  -4.977  -4.464  -2.569
H  -6.377  -3.401  -2.282
H  -5.044  -2.921  0.935
H  -6.409  -3.503  -0.062
H  -5.002  -4.554  0.198
H  -4.070  -0.391  -1.304
H  -1.795  0.588  -0.947
H  0.416  0.398  -0.593
H  2.727  0.590  -0.559
H  5.007  -0.394  -0.740
H  5.863  -2.779  0.928
H  5.899  -4.451  0.287
H  7.268  -3.371  -0.008
H  5.884  -2.893  -3.219
H  7.267  -3.470  -2.230
H  5.859  -4.536  -2.493
H  3.278  -4.231  -1.730
H  1.044  -3.210  -1.781
H  -0.223  -3.384  -0.274
H  -2.428  -4.356  -0.805
C  -2.312  7.179  2.245
C  -1.351  6.190  2.506
C  -1.305  5.084  1.658
C  -2.191  4.939  0.585
C  -3.151  5.915  0.342
C  -3.207  7.040  1.170
S  -1.951  3.435  -0.270
C  -0.641  2.994  0.843
N  0.050  1.920  0.716
C  1.182  1.727  1.634
C  0.980  2.397  2.975
C  0.548  3.840  2.842
N  -0.486  3.962  1.805
H  -2.371  8.055  2.890
H  -0.663  6.260  3.349
H  -3.836  5.750  -0.487
H  -3.962  7.807  0.981
H  1.295  0.638  1.721
H  2.109  2.123  1.172
H  0.228  1.845  3.539
H  1.916  2.337  3.529
H  0.127  4.205  3.781
H  1.407  4.466  2.571

The calculation puts the electronic energy at -1664.3886 Ha. As for the spin multiplicity: 1. As for the total charge: +1.

---

Entry 4:
Computed, not measured: C27H31N5O6S as an isolated structure, with the ωB97M-V functional and the def2-TZVPD basis.

Atoms and positions in Å:
C  -5.347  -3.809  1.718
H  -4.796  -4.700  1.398
O  -4.483  -2.795  2.162
C  -3.566  -2.274  1.284
C  -3.458  -2.695  -0.036
C  -2.520  -2.157  -0.899
C  -1.651  -1.170  -0.460
C  -1.752  -0.743  0.858
C  -2.691  -1.268  1.740
O  -2.639  -0.713  2.981
C  -3.532  -1.090  4.005
H  -3.421  -2.142  4.274
H  -3.262  -0.467  4.857
H  -4.571  -0.896  3.728
H  -1.091  0.019  1.239
C  -0.613  -0.607  -1.394
N  0.744  -0.848  -0.909
C  1.319  0.050  -0.078
O  0.707  1.063  0.274
C  2.654  -0.203  0.424
C  3.356  0.704  1.227
N  2.944  1.917  1.600
H  2.015  2.203  1.332
H  3.554  2.454  2.199
C  4.621  0.141  1.590
N  4.851  -1.070  1.127
S  3.626  -1.630  0.233
C  5.606  0.843  2.435
O  5.406  1.957  2.892
N  6.736  0.143  2.654
H  6.833  -0.773  2.251
H  7.467  0.536  3.222
C  1.377  -2.012  -1.414
C  1.030  -3.246  -0.878
C  1.587  -4.404  -1.387
C  2.483  -4.326  -2.440
C  2.815  -3.097  -2.982
C  2.269  -1.918  -2.488
C  2.641  -0.591  -3.067
H  2.981  -0.705  -4.093
H  1.804  0.105  -3.040
H  3.454  -0.149  -2.489
H  3.507  -3.045  -3.809
H  2.922  -5.226  -2.844
H  1.322  -5.362  -0.967
H  0.323  -3.282  -0.062
H  -0.688  -1.131  -2.356
C  -0.753  0.893  -1.755
O  0.031  1.398  -2.533
N  -1.855  1.501  -1.290
H  -2.392  1.044  -0.569
C  -2.157  2.882  -1.574
H  -1.436  3.222  -2.319
H  -3.166  2.956  -1.994
C  -2.087  3.777  -0.320
H  -2.754  3.365  0.446
C  -0.655  3.958  0.180
H  -0.665  4.240  1.234
H  -0.068  3.053  0.055
C  -0.165  5.120  -0.683
H  0.252  4.746  -1.617
C  -1.451  5.919  -0.941
H  -1.517  6.803  -0.297
O  -2.554  5.078  -0.624
H  -1.532  6.244  -1.984
H  0.591  5.722  -0.184
H  -2.468  -2.518  -1.915
H  -4.115  -3.464  -0.408
H  -5.991  -3.465  0.902
H  -5.964  -4.060  2.580

As for the energy relative to the best compared isomer or geometry (same formula, charge and spin): 23.3 kJ/mol. The calculation puts the electronic energy at -2170.9380 Ha. As for the spin multiplicity: 1.